The following is a DFT calculation (wB97M-V/def2-TZVPD) of a 16-piece molecular cluster, C48H96O48 overall in a non-equilibrium geometry.

Geometry as XYZ:
```
192
Properties=species:S:1:pos:R:3
C 5.16 -31.48 -1.31
O 5.36 -30.33 -0.56
C 5.17 -30.36 0.81
O 4.89 -31.35 1.51
O 5.36 -29.14 1.22
C 5.01 -28.75 2.54
H 4.35 -32.14 -1.00
H 6.12 -31.99 -1.35
H 4.88 -31.14 -2.30
H 3.94 -28.55 2.52
H 5.47 -27.78 2.73
H 5.32 -29.32 3.41
C 6.74 -30.77 8.38
O 5.73 -29.92 7.83
C 6.08 -29.00 6.88
O 7.12 -28.97 6.29
O 5.05 -28.11 6.88
C 5.23 -26.86 6.16
H 6.39 -31.25 9.30
H 7.74 -30.34 8.48
H 6.97 -31.59 7.70
H 4.26 -26.44 5.91
H 5.94 -26.92 5.34
H 5.74 -26.07 6.72
C 1.40 -24.60 6.62
O 2.43 -24.76 7.59
C 2.53 -24.05 8.67
O 1.72 -23.17 9.05
O 3.67 -24.44 9.37
C 3.77 -23.82 10.64
H 0.43 -24.77 7.10
H 1.52 -25.35 5.84
H 1.30 -23.60 6.20
H 2.86 -23.89 11.24
H 4.06 -22.77 10.56
H 4.49 -24.36 11.25
C 12.48 -35.26 4.87
O 11.50 -35.47 5.81
C 10.39 -34.65 5.87
O 10.20 -33.55 5.34
O 9.59 -35.26 6.72
C 8.19 -34.97 6.72
H 12.69 -36.25 4.49
H 13.29 -34.72 5.37
H 12.06 -34.64 4.08
H 7.66 -34.30 7.40
H 7.71 -35.89 7.06
H 7.88 -34.73 5.71
C 9.10 -20.18 9.37
O 8.62 -20.82 8.17
C 7.35 -21.37 8.09
O 6.56 -21.54 9.03
O 7.26 -21.95 6.85
C 6.59 -23.16 6.68
H 8.78 -20.82 10.19
H 8.75 -19.15 9.37
H 10.18 -20.07 9.30
H 5.55 -22.87 6.49
H 6.65 -23.97 7.40
H 6.87 -23.54 5.70
C -2.62 -28.05 5.99
O -1.39 -28.66 6.16
C -0.55 -28.11 6.99
O -0.74 -27.18 7.75
O 0.63 -28.75 6.82
C 1.83 -28.28 7.40
H -2.93 -27.28 6.70
H -3.53 -28.64 5.93
H -2.55 -27.58 5.01
H 2.17 -27.33 6.97
H 2.51 -29.10 7.19
H 1.80 -28.07 8.47
C 3.97 -32.65 9.14
O 2.55 -32.55 9.43
C 1.80 -31.39 9.51
O 2.19 -30.26 9.34
O 0.57 -31.79 9.90
C -0.29 -30.83 10.50
H 4.33 -31.91 8.44
H 4.26 -33.62 8.73
H 4.43 -32.62 10.13
H -0.74 -30.21 9.72
H 0.27 -30.06 11.02
H -1.12 -31.28 11.05
C 10.12 -32.36 9.59
O 10.08 -32.19 11.03
C 11.05 -32.69 11.81
O 11.95 -33.50 11.42
O 10.97 -32.13 13.06
C 12.03 -32.34 14.06
H 9.06 -32.41 9.33
H 10.65 -33.27 9.33
H 10.57 -31.50 9.09
H 12.04 -33.36 14.44
H 11.96 -31.70 14.93
H 13.04 -32.35 13.65
C 2.55 -22.83 3.75
O 3.43 -23.94 3.91
C 4.75 -23.75 3.52
O 5.25 -22.69 3.27
O 5.22 -24.90 3.26
C 6.46 -25.03 2.63
H 2.76 -22.08 4.51
H 1.53 -23.13 4.00
H 2.56 -22.27 2.82
H 6.53 -24.42 1.73
H 6.74 -26.06 2.39
H 7.29 -24.70 3.26
C 7.45 -25.21 9.36
O 6.25 -25.70 9.79
C 6.11 -26.96 10.04
O 7.02 -27.85 10.04
O 4.91 -27.07 10.66
C 4.41 -28.37 11.07
H 7.36 -24.13 9.39
H 7.75 -25.46 8.34
H 8.17 -25.57 10.11
H 5.15 -28.85 11.72
H 4.29 -29.10 10.28
H 3.54 -28.24 11.72
C 3.14 -30.70 5.40
O 2.61 -29.66 4.61
C 1.54 -29.87 3.80
O 1.06 -30.95 3.59
O 1.05 -28.66 3.30
C 1.62 -27.40 3.52
H 3.66 -31.37 4.71
H 2.34 -31.31 5.82
H 3.80 -30.23 6.13
H 1.44 -27.13 4.56
H 1.10 -26.59 3.01
H 2.69 -27.35 3.33
C 9.76 -27.08 7.29
O 10.24 -26.69 6.05
C 10.02 -25.53 5.48
O 9.20 -24.67 5.77
O 10.82 -25.47 4.40
C 10.63 -24.48 3.47
H 10.35 -26.68 8.11
H 9.76 -28.16 7.43
H 8.73 -26.72 7.26
H 10.94 -23.57 3.98
H 9.58 -24.46 3.18
H 11.24 -24.68 2.59
C 13.65 -30.83 10.58
O 12.75 -29.99 11.35
C 11.84 -29.24 10.68
O 11.84 -29.04 9.43
O 10.96 -28.82 11.53
C 9.74 -28.34 11.02
H 14.41 -30.35 9.97
H 13.03 -31.52 10.00
H 14.26 -31.46 11.23
H 9.34 -29.05 10.30
H 9.66 -27.36 10.55
H 9.00 -28.40 11.82
C 8.27 -30.16 3.31
O 8.69 -28.80 3.15
C 8.71 -28.08 1.98
O 9.06 -26.90 1.94
O 8.44 -28.94 0.97
C 8.41 -28.51 -0.37
H 7.32 -30.48 2.87
H 8.19 -30.27 4.40
H 9.03 -30.80 2.87
H 8.17 -29.32 -1.06
H 9.36 -28.02 -0.59
H 7.63 -27.76 -0.49
C 2.91 -34.57 6.55
O 3.83 -34.59 5.46
C 4.85 -33.72 5.44
O 5.25 -33.07 6.44
O 5.48 -33.84 4.20
C 6.37 -32.82 3.88
H 2.47 -33.59 6.74
H 3.54 -34.89 7.38
H 2.12 -35.25 6.25
H 6.47 -32.81 2.79
H 7.36 -33.09 4.24
H 6.04 -31.81 4.10
C 7.87 -34.71 14.00
O 7.69 -34.58 12.63
C 7.02 -33.52 12.08
O 6.88 -33.36 10.89
O 6.55 -32.74 13.07
C 5.84 -31.56 12.72
H 8.49 -33.90 14.38
H 8.42 -35.64 14.21
H 6.94 -34.89 14.53
H 5.45 -31.10 13.62
H 4.97 -31.87 12.13
H 6.39 -30.80 12.17
```

Results
frontier orbital gap: 10.89 eV
spin multiplicity: 1
electronic energy: -5497.9325 hartree
largest force on an atom: 0.096 hartree/bohr
E_LUMO: 0.48 eV
HOMO level: -10.41 eV
relative energy (zero: lowest compared OMol25 entry of this formula, charge and spin): 529.6 kJ/mol